117
Properties=species:S:1:pos:R:3:forces:R:3:lowdin_charge:R:1 method="wB97M-V/def2-TZVPD" e_homo_ev=-11.63 molar_mass_g_mol=1141.21 de_lowest_kcal_mol=29.2 fmax_ev_per_a=1.8 gap_ha=0.191 spin_multiplicity=1 charge=+2
Pt 0.08988 0.13548 0.19621 -0.9 -0.3 0.5 0.713
C -0.49053 -3.66872 -5.26889 0.0 0.0 0.2 -0.014
C -0.14671 -3.94636 -3.79791 0.0 -0.2 -0.2 -0.424
C 0.09596 -5.45222 -3.58955 0.0 0.1 0.0 0.004
C 1.11070 -3.18393 -3.40981 -0.2 0.1 0.2 -0.078
C 2.25989 -3.15528 -4.19467 0.0 0.1 0.2 0.009
C 3.40127 -2.48014 -3.79384 0.1 0.0 0.0 -0.044
C 3.44504 -1.80764 -2.58327 -0.1 0.1 0.1 -0.060
C 2.31318 -1.80463 -1.78498 -0.8 0.2 0.1 -0.247
P 2.12765 -1.19370 -0.08053 -0.4 0.7 -0.2 1.084
C 2.73146 -2.70580 0.74491 -0.6 0.1 0.4 -0.325
C 1.86580 -3.60734 1.34676 0.0 0.2 -0.1 -0.066
C 2.36583 -4.77956 1.88867 0.0 -0.1 0.0 -0.053
C 3.71968 -5.05971 1.81534 -0.1 0.0 0.0 -0.052
C 4.58290 -4.16626 1.19670 0.0 0.0 0.0 -0.050
C 4.09539 -2.98909 0.66160 0.0 0.1 -0.1 -0.077
C 3.43488 -0.00183 0.30700 -0.3 0.1 0.0 -0.365
C 3.94536 0.93020 -0.59239 0.0 -0.3 -0.1 -0.100
C 4.84746 1.88674 -0.15436 0.0 0.0 -0.1 -0.063
C 5.21041 1.94708 1.18046 0.0 0.0 0.0 -0.050
C 4.68951 1.03347 2.08343 0.1 0.0 0.0 -0.057
C 3.81387 0.06241 1.64911 -0.1 -0.2 0.0 -0.109
C 1.17784 -2.50533 -2.20359 0.5 0.2 -0.3 -0.212
O 0.15449 -2.45782 -1.30808 0.0 -0.8 -0.3 -0.086
C -1.08512 -2.83644 -1.72754 -0.7 0.0 -0.1 -0.191
C -2.12727 -2.42901 -0.89259 0.5 0.2 0.0 -0.259
C -3.43080 -2.79538 -1.20507 0.2 0.0 0.0 -0.068
C -3.66488 -3.54417 -2.34408 -0.1 -0.1 0.0 -0.041
C -2.62204 -3.89971 -3.18401 0.0 0.1 0.2 0.006
C -1.30716 -3.54332 -2.90207 0.3 0.2 0.1 -0.084
P -1.68797 -1.34940 0.50462 0.7 -0.5 0.3 0.961
C -3.26807 -0.49856 0.75407 0.3 0.4 -0.1 -0.395
C -3.95753 -0.51493 1.95776 0.3 -0.1 -0.1 -0.058
C -5.14706 0.18507 2.07159 -0.2 0.1 0.0 -0.059
C -5.64166 0.90060 0.99448 0.0 0.0 0.1 -0.077
C -4.94298 0.92924 -0.20386 0.0 0.0 -0.1 -0.082
C -3.75615 0.23729 -0.32377 0.0 0.0 0.0 -0.144
C -1.54793 -2.43906 1.94936 0.2 0.2 -0.1 -0.391
C -0.83297 -1.95635 3.04377 0.0 0.1 -0.1 -0.123
C -0.76420 -2.70217 4.20556 0.0 0.0 0.1 -0.061
C -1.39777 -3.93444 4.27633 0.0 0.0 0.0 -0.057
C -2.08440 -4.42819 3.17824 -0.1 -0.1 0.0 -0.057
C -2.16562 -3.68426 2.01288 0.0 0.1 -0.1 -0.065
H 0.33819 -3.94115 -5.91535 0.0 0.0 -0.1 0.081
H -0.71469 -2.61363 -5.41808 0.0 0.1 0.0 0.101
H -1.34818 -4.25540 -5.58317 -0.1 0.0 -0.1 0.084
H 0.89386 -5.80573 -4.23725 0.1 -0.1 -0.1 0.094
H -0.81022 -6.00694 -3.82212 -0.1 -0.1 0.0 0.093
H 0.36972 -5.65502 -2.55487 0.0 -0.1 0.0 0.100
H 2.27847 -3.68261 -5.13306 0.0 -0.1 -0.2 0.120
H 4.27216 -2.48710 -4.43010 0.1 0.0 0.0 0.116
H 4.34534 -1.31035 -2.25818 0.1 0.1 0.0 0.108
H 0.81054 -3.38223 1.38307 -0.1 -0.1 0.1 0.082
H 1.69378 -5.47301 2.36865 -0.1 -0.1 0.0 0.112
H 4.10727 -5.97358 2.23808 0.0 -0.1 0.0 0.115
H 5.63696 -4.39208 1.13306 0.1 0.0 0.0 0.116
H 4.77399 -2.29681 0.18034 0.0 0.0 0.0 0.113
H 3.64567 0.89914 -1.63190 0.0 0.0 -0.1 0.103
H 5.27381 2.58461 -0.86074 0.0 0.1 -0.1 0.115
H 5.90417 2.69854 1.52033 0.1 0.1 0.0 0.117
H 4.96868 1.07618 3.12343 0.1 0.0 0.1 0.119
H 3.42059 -0.66017 2.35091 0.0 0.0 0.1 0.113
H -4.24785 -2.48702 -0.56823 0.0 0.0 0.0 0.118
H -4.67269 -3.83895 -2.58834 -0.1 -0.1 0.0 0.116
H -2.84308 -4.46650 -4.07380 0.0 -0.1 -0.1 0.121
H -3.57130 -1.07441 2.79706 0.0 0.0 0.1 0.110
H -5.69182 0.16636 3.00274 -0.1 0.0 0.1 0.113
H -6.57733 1.43253 1.08105 -0.1 0.0 0.0 0.109
H -5.32364 1.49184 -1.04227 -0.1 0.1 -0.1 0.113
H -3.19330 0.26127 -1.24878 -0.1 0.1 -0.1 0.115
H -0.33570 -0.99213 2.96296 0.0 -0.1 0.1 0.070
H -0.22382 -2.32683 5.05986 0.1 0.1 0.1 0.112
H -1.36214 -4.50853 5.18966 0.0 -0.1 0.1 0.113
H -2.56686 -5.39275 3.23269 0.0 -0.1 0.0 0.114
H -2.70409 -4.06788 1.15835 -0.1 -0.1 0.0 0.107
N 2.31091 3.93316 1.16838 -0.4 0.3 -0.8 0.148
C 2.75921 4.03541 2.48902 0.3 -0.1 1.0 -0.244
C 3.58203 5.08665 2.87341 -0.2 -0.4 -0.2 -0.011
C 4.07138 5.15266 4.17013 -0.1 -0.1 0.1 -0.062
C 3.74700 4.17316 5.09401 0.1 0.1 0.0 -0.066
C 2.91968 3.12352 4.72402 -0.1 0.1 -0.3 -0.094
C 2.41452 3.07057 3.43877 -0.2 0.1 -0.4 -0.439
S 1.22544 1.81705 3.01941 0.0 0.0 1.0 0.965
N 1.17510 1.89112 1.37058 0.8 0.6 -1.5 -0.426
C 1.66057 2.85216 0.65171 -0.2 -0.6 1.6 -0.377
C 1.53741 2.71651 -0.80326 -0.1 0.3 -1.1 -0.224
C 2.18644 3.56622 -1.70391 -0.3 -0.2 0.4 0.009
C 2.11480 3.29388 -3.05745 -0.2 -0.3 -0.1 -0.020
C 1.39160 2.18869 -3.49008 0.1 0.3 0.2 -0.017
C 0.73054 1.42807 -2.54065 -0.1 0.0 -0.4 -0.112
N 0.79662 1.68421 -1.23933 1.0 0.3 0.1 -0.028
H 2.59761 4.67363 0.54452 -0.1 -0.2 0.1 0.136
H 3.82848 5.85658 2.15757 0.1 0.1 -0.1 0.118
H 4.70095 5.98047 4.45371 0.1 0.1 0.0 0.113
H 4.11096 4.23034 6.10689 0.1 0.0 0.1 0.113
H 2.63206 2.36005 5.43079 0.0 -0.1 0.1 0.112
H 2.77293 4.40869 -1.36709 0.0 0.0 0.0 0.117
H 2.62691 3.92842 -3.76333 0.1 0.0 -0.1 0.123
H 1.34203 1.92741 -4.53535 -0.1 0.0 -0.1 0.119
H 0.12037 0.58197 -2.83747 0.1 0.0 0.1 0.117
C -6.03993 5.06793 1.78885 0.0 0.0 0.1 0.008
C -5.00126 4.70054 0.79282 0.1 0.1 -0.4 -0.255
C -4.96274 5.18057 -0.49370 0.2 -0.2 0.1 0.046
C -3.90018 4.77734 -1.33261 -0.5 0.1 0.4 -0.293
N -2.95154 3.96620 -0.90634 0.1 -0.1 -0.5 0.114
C -2.97594 3.50874 0.33774 -0.2 -0.2 0.2 -0.801
S -1.75284 2.56959 0.98794 0.9 -0.8 0.7 0.701
N -4.01418 3.85965 1.17748 0.1 0.2 -0.4 0.116
C -3.79852 5.25667 -2.73390 0.0 0.1 -0.1 -0.010
H -6.79111 5.71007 1.33777 0.0 0.0 0.0 0.095
H -5.58364 5.60059 2.62424 0.0 0.0 0.0 0.104
H -6.52736 4.18034 2.19127 0.0 -0.1 0.0 0.092
H -5.72021 5.85977 -0.84829 -0.1 0.0 0.0 0.126
H -4.00480 3.47702 2.11783 0.1 0.0 -0.2 0.149
H -4.48449 6.07421 -2.93236 0.0 0.0 0.0 0.086
H -4.02551 4.43550 -3.41333 0.0 -0.1 0.0 0.097
H -2.77744 5.56820 -2.94041 0.0 0.0 0.0 0.092



14
Properties=species:S:1:pos:R:3:forces:R:3:nbo_charge:R:1 method="wB97M-V/def2-TZVPD" e_homo_ev=-17.99 molar_mass_g_mol=391.23 de_lowest_kcal_mol=17.8 fmax_ev_per_a=5.6 gap_ha=0.108 spin_multiplicity=1 charge=+2
Tl 1.13239 4.58707 -1.37152 0.0 0.2 0.0 0.998
O -3.19578 1.04401 0.67696 -0.1 0.3 -0.3 -0.251
C -2.12064 0.70635 0.37010 -0.7 -0.5 0.7 0.706
O -1.56110 -0.49393 0.41998 0.6 0.1 -0.2 -0.566
B -0.15820 -0.38963 0.14551 0.0 0.5 -0.1 1.151
O 0.15258 1.02627 -0.15732 -0.1 -0.8 0.3 -0.592
C -0.94661 1.72746 -0.08582 0.3 1.0 -0.3 0.741
O -1.09826 2.88178 -0.29835 -0.1 -0.2 0.0 -0.440
O 0.26763 -1.20404 -1.03318 -0.2 0.0 1.1 -0.480
C 1.26072 -1.97173 -0.76056 -0.2 -0.4 -5.2 0.743
O 1.95547 -2.57339 -1.49342 0.1 -0.1 1.6 -0.143
C 1.44806 -1.86721 0.84604 1.1 -0.1 5.5 0.736
O 0.70646 -0.90537 1.26878 -0.5 0.2 -1.6 -0.476
O 2.15727 -2.56764 1.47280 -0.2 -0.1 -1.6 -0.128